ORCA calculation (ωB97M-V/def2-TZVPD) on C42H29AsF4N4O5PPt as an isolated structure in a non-equilibrium geometry.

Atoms and positions in Å:
Pt -0.174 -0.276 0.707
As -4.472 2.640 4.502
P -2.262 0.438 1.123
F 5.243 2.998 4.023
F 0.555 2.287 4.352
F 0.587 3.168 6.814
F 5.288 3.865 6.494
O 1.736 -1.500 0.215
O -0.971 -1.747 -0.360
O -0.537 -3.764 -1.208
O 2.102 -0.755 -3.240
O 0.855 0.359 -1.740
N 4.767 2.329 1.037
N 0.895 4.194 9.614
N 5.044 4.939 9.308
N 0.799 1.098 1.678
C -0.768 5.589 4.214
C -2.843 3.986 -1.735
C 2.940 3.586 6.793
C 3.958 2.266 1.850
C 2.894 2.619 4.064
C -3.393 1.708 -1.188
C -3.702 -0.998 6.519
C 1.097 -2.802 0.239
C 1.706 1.577 2.193
C 2.958 4.062 8.071
C -1.993 4.044 -0.639
C 1.689 -0.463 -2.012
C -3.031 -1.939 2.101
C -0.228 -2.816 -0.536
C -3.972 -0.067 5.524
C -2.992 4.910 3.610
C 1.724 3.126 6.148
C -3.774 -3.096 2.239
C -1.931 5.796 3.485
C -3.532 2.817 -2.012
C 2.471 -1.248 -0.977
C -4.027 1.684 2.830
C -2.575 1.226 2.738
C -4.862 -3.323 1.406
C 4.110 3.064 4.701
C 1.790 4.133 8.898
C -3.372 0.781 8.096
C -3.395 -0.576 7.803
C -3.931 1.297 5.803
C -1.722 3.591 5.165
C -5.208 -2.383 0.451
C 4.134 3.507 5.972
C -0.666 4.488 5.052
C -2.895 3.799 4.446
C -3.649 1.710 7.104
C -1.848 2.941 0.182
C -3.371 -0.989 1.132
C -4.468 -1.216 0.311
C -2.563 1.767 -0.074
C 4.141 4.541 8.720
C 2.858 2.177 2.763
C 1.710 2.673 4.884
H -3.193 -1.302 8.579
H -4.181 2.761 -2.875
H -1.171 2.995 1.027
H -3.918 0.804 -1.448
H -3.500 -3.829 2.986
H -6.058 -2.555 -0.196
H -5.435 -4.235 1.501
H 0.235 4.329 5.632
H -1.627 2.731 5.816
H 3.328 -0.629 -0.702
H -1.441 4.950 -0.427
H -4.254 2.396 2.034
H -2.323 0.514 3.525
H 0.885 -3.002 1.289
H -4.774 -0.499 -0.431
H -3.909 5.090 3.060
H 1.634 -0.191 -3.877
H 2.840 -2.180 -1.405
H -4.236 -0.419 4.532
H -2.021 6.658 2.837
H -1.900 2.077 2.838
H 0.049 6.296 4.143
H -3.151 1.115 9.101
H -3.653 2.767 7.347
H -2.959 4.849 -2.378
H 1.769 -3.563 -0.152
H -3.740 -2.056 6.291
H -4.724 0.850 2.729
H -2.167 -1.776 2.736

Properties
orbital gap (spin up / spin down): 0.1671 / 0.1676 Ha
HOMO level (spin up / spin down): -10.7 / -10.7 eV
charge: +1

These are the Löwdin partial charges, in e, on atoms 1 to 5: number 1, Pt, carries 1.034; number 2, As, carries 1.317; number 3, P, carries 0.939; number 4, F, carries 0.156; number 5, F, carries 0.127

ORCA calculation (ωB97M-V/def2-TZVPD) on C8H17MgP2 as an isolated structure in a non-equilibrium geometry.

Atoms and positions in Å:
P -1.428 -0.206 0.917
P -1.025 -1.333 -2.232
Mg 0.486 0.301 -0.917
C 2.807 0.496 -0.189
C 1.802 1.982 -1.639
C -0.814 1.187 1.944
C 2.775 -0.109 -1.481
C -0.496 -1.626 1.649
C 2.153 0.808 -2.384
C 2.234 1.801 -0.288
C -3.095 -0.471 1.606
H -2.144 -0.716 -2.878
H 3.317 0.092 0.691
H 2.080 0.697 -3.467
H -3.728 0.395 1.375
H -1.240 2.111 1.521
H 0.284 1.267 1.923
H 1.396 2.901 -2.056
H -3.548 -1.368 1.166
H -3.016 -0.591 2.693
H -1.721 -2.445 -1.664
H 3.255 -1.048 -1.753
H 2.250 2.571 0.482
H -0.803 -1.758 2.698
H -0.474 -2.005 -3.372
H -1.160 1.060 2.979
H -0.741 -2.532 1.074
H 0.594 -1.459 1.602

Properties
orbital gap (spin up / spin down): 0.0949 / 0.1214 Ha
HOMO level (spin up / spin down): 0.6 / -0.2 eV
charge: -1

These are the natural (NBO) partial charges, in e, on atoms 1 to 5: number 1, P, carries 0.630; number 2, P, carries -0.278; number 3, Mg, carries 0.664; number 4, C, carries -0.399; number 5, C, carries -0.444

Question: The lowest charge belongs to which entry?
Answer: C8H17MgP2

Question: What is the formula in the second record?
Answer: C8H17MgP2

Question: Number 1 is which compound?
Answer: C42H29AsF4N4O5PPt

Question: charge of number 2 (C8H17MgP2)?
Answer: -1